No. 1
Density functional theory data (the ωB97M-V functional and the def2-TZVPD basis) for the molecule C5H11N.

Computed properties:
Largest force on an atom   2.81 eV/A
Electronic energy   -251.79587 Ha
LUMO energy   1.155 eV
Total charge   0
SMILES   C=CCCNC

Last column: Löwdin charge in e.
Cartesian coordinates (Å):
C (1.55077, 1.04225, -1.63986)  0.002
C (0.66671, 0.12653, -1.21589)  -0.207
C (0.91061, -0.73629, -0.01000)  -0.199
C (-0.48979, -1.34393, 0.46349)  -0.229
N (-1.52537, -0.32134, 0.58006)  -0.141
C (-1.24108, 0.88562, 1.29512)  -0.153
H (2.11260, 1.63125, -0.92039)  0.057
H (1.72557, 1.22955, -2.68532)  0.046
H (-0.09402, -0.21452, -1.90115)  0.095
H (1.39829, -0.34073, 0.87098)  0.100
H (1.49494, -1.61946, -0.27626)  0.105
H (-0.33032, -1.78254, 1.45171)  0.102
H (-0.73498, -2.14213, -0.22924)  0.104
H (-1.90254, -0.16822, -0.34481)  0.092
H (-1.13425, 0.77591, 2.37565)  0.075
H (-0.31674, 1.40719, 0.98477)  0.069
H (-2.09039, 1.57086, 1.20112)  0.082



No. 2
Density functional theory data (the ωB97M-V functional and the def2-TZVPD basis) for a structure of composition C33H22Br4IMoN6O2.

Computed properties:
Largest force on an atom   0.94 eV/A
Electronic energy   -12411.56572 Ha
LUMO energy (alpha / beta)   -3.910 / -4.377 eV
Total charge   +1
<S²>   2.021
Multiplicity   3

Last column: Löwdin charge in e.
Cartesian coordinates (Å):
Mo (-0.40271, 0.05145, -0.06853)  1.802
C (-2.31464, -0.82724, -4.04796)  0.003
C (-2.56919, -2.17748, -3.99113)  -0.008
C (-2.28447, -2.86243, -2.81678)  0.024
C (-1.75043, -2.16656, -1.75868)  -0.207
N (-1.47817, -0.85630, -1.82044)  -0.031
C (-1.76695, -0.19546, -2.94233)  -0.120
C (-1.39873, -2.81294, -0.47182)  -0.166
C (-1.71856, -4.12775, -0.18996)  0.029
C (-1.29697, -4.68064, 1.00134)  0.003
C (-0.53266, -3.91650, 1.86013)  0.027
C (-0.26405, -2.60075, 1.53464)  -0.186
N (-0.73855, -2.04520, 0.40552)  0.021
C (0.64824, -1.75933, 2.34734)  -0.213
C (1.04127, -2.09243, 3.62344)  0.014
C (1.99899, -1.30145, 4.24572)  -0.018
C (2.53067, -0.23168, 3.55776)  -0.008
C (2.04262, 0.05900, 2.29223)  -0.076
N (1.10285, -0.67762, 1.70240)  0.053
H (-2.52403, -0.24449, -4.93359)  0.128
H (-2.98112, -2.70345, -4.84196)  0.126
H (-2.46768, -3.92297, -2.74364)  0.116
H (-1.55052, 0.85980, -2.94753)  0.098
H (-2.28388, -4.70996, -0.90006)  0.118
H (-1.53675, -5.70781, 1.24333)  0.129
H (-0.12411, -4.34230, 2.76342)  0.120
H (0.61673, -2.94483, 4.13263)  0.117
H (2.32423, -1.52908, 5.25210)  0.123
H (3.29551, 0.39832, 3.98891)  0.122
H (2.40075, 0.91788, 1.74736)  0.095
Br (2.79855, 1.95624, -5.99803)  0.760
C (2.30217, 1.01331, -4.45357)  -0.743
C (2.89094, -0.21824, -4.14185)  -0.745
Br (4.20061, -0.96399, -5.26091)  0.756
C (2.50135, -0.90794, -2.99153)  -0.648
Br (3.21860, -2.56284, -2.46390)  0.796
C (1.53357, -0.35705, -2.17334)  -0.404
O (1.10701, -0.89481, -1.02051)  -0.252
C (0.96056, 0.85459, -2.48065)  -0.418
O (0.04422, 1.28439, -1.59094)  -0.346
C (1.32724, 1.55325, -3.61226)  -0.647
Br (0.45976, 3.19239, -3.90652)  0.822
C (2.95224, 4.62930, -0.65906)  -0.071
C (1.75789, 5.04582, -0.08366)  -0.062
C (0.86659, 4.11931, 0.43668)  -0.016
C (1.17592, 2.77193, 0.37006)  -0.261
C (2.37016, 2.34836, -0.18828)  -0.059
C (3.26016, 3.27701, -0.70589)  -0.056
N (0.25630, 1.80376, 0.92215)  -0.154
N (-0.22680, 2.17484, 2.08045)  0.096
C (-1.11734, 1.28665, 2.58451)  -0.348
C (-1.67699, 1.52384, 3.85230)  0.015
C (-2.59930, 0.64751, 4.35087)  -0.038
C (-2.98116, -0.46249, 3.58088)  -0.043
C (-2.40501, -0.64112, 2.35374)  -0.194
N (-1.46481, 0.19419, 1.85951)  -0.065
H (3.64239, 5.35586, -1.06711)  0.110
H (1.51328, 6.09963, -0.04452)  0.110
H (-0.06795, 4.43458, 0.88260)  0.114
H (2.60896, 1.29255, -0.23392)  0.105
H (4.18817, 2.93986, -1.15037)  0.115
H (-1.35594, 2.40750, 4.38518)  0.123
H (-3.04131, 0.81428, 5.32432)  0.118
H (-3.73149, -1.16128, 3.92067)  0.115
H (-2.69285, -1.47150, 1.72706)  0.085
I (-4.11998, 0.45976, -0.41704)  0.835
C (-2.16912, 1.35388, -0.35707)  -0.691
H (-2.24116, 2.08019, 0.44426)  -0.024
H (-2.06315, 1.87674, -1.29820)  -0.025



No. 3
Density functional theory data (the ωB97M-V functional and the def2-TZVPD basis) for a structure of composition C23H29F5LuNO2P2.

Computed properties:
Largest force on an atom   2.60 eV/A
Electronic energy   -3516.54180 Ha
LUMO energy   0.427 eV
Total charge   0

Last column: Löwdin charge in e.
Cartesian coordinates (Å):
C (-1.03771, 3.21360, -2.90602)  -0.045
C (-1.09045, 2.11900, -2.02782)  -0.380
N (0.11238, 1.66430, -1.50714)  -0.056
C (1.26998, 2.35290, -1.64852)  -0.322
C (1.32862, 3.41312, -2.53997)  -0.057
C (0.16453, 3.84532, -3.18325)  -0.053
C (-2.35138, 1.47080, -1.66011)  -0.341
P (-2.56101, 0.28506, -0.34594)  0.715
Lu (-0.05124, 0.31344, 0.33096)  1.180
P (2.49785, 0.25894, -0.04272)  0.788
C (2.49276, 1.97915, -0.77386)  -0.252
C (-0.16588, -1.69320, 1.49313)  -0.343
C (-0.58242, -1.35992, 2.76778)  -0.194
C (-0.53271, -2.33164, 3.77217)  -0.099
C (-0.11829, -3.62503, 3.45451)  -0.104
C (0.29559, -3.93437, 2.14595)  -0.099
C (0.29783, -2.94028, 1.14557)  -0.169
O (-1.51854, -0.39690, -3.79441)  -0.081
O (1.05708, -0.79297, -3.42919)  -0.146
H (-1.98960, 3.54092, -3.33151)  0.113
H (2.29587, 3.88422, -2.70693)  0.108
H (0.20673, 4.67721, -3.88767)  0.111
C (-3.35159, 0.94267, 1.15529)  -0.260
C (-3.38954, -1.24581, -0.84471)  -0.260
H (3.42166, 2.04825, -1.36292)  0.090
H (2.58486, 2.69924, 0.06703)  0.098
H (-1.98645, 0.14996, -3.11013)  0.004
H (-3.25839, 1.90846, -2.10670)  0.058
C (3.40724, 0.33144, 1.51398)  -0.250
C (3.40547, -0.80676, -1.16969)  -0.255
H (-0.94484, -0.35503, 3.01390)  0.069
H (-0.81415, -2.05417, 4.79311)  0.102
H (-0.12182, -4.38553, 4.23147)  0.094
H (0.60880, -4.95273, 1.91882)  0.090
H (0.64941, -3.12322, 0.12236)  0.071
H (-0.13915, -1.40459, -1.06118)  0.067
H (1.17869, -1.70852, -3.74210)  0.054
H (0.11087, -0.57180, -3.66956)  -0.009
H (-1.87412, -0.09329, -4.63571)  0.067
H (0.28006, -0.86172, -1.44465)  0.039
H (-4.40306, 1.16753, 0.94255)  0.043
H (-3.29155, 0.21386, 1.97707)  0.042
H (-2.85960, 1.85456, 1.51820)  0.031
H (-4.46621, -1.08587, -0.99748)  0.044
H (-2.93797, -1.65238, -1.76095)  0.036
H (-3.24185, -2.00189, -0.05992)  0.044
H (4.46045, -0.52166, -1.25812)  0.052
H (3.34634, -1.82986, -0.77674)  0.051
H (2.92850, -0.82462, -2.15751)  0.023
H (4.46454, 0.59224, 1.41093)  0.054
H (2.93383, 1.02978, 2.20945)  0.023
H (3.32080, -0.64596, 2.00251)  0.058
F (1.31313, 0.49490, 3.75212)  0.030
C (0.78219, 1.71110, 3.38292)  -0.252
C (0.23336, 1.86543, 2.11192)  -0.120
C (-0.24719, 3.13690, 1.81195)  -0.245
F (-0.89933, 3.32747, 0.60904)  0.028
C (-0.17434, 4.23543, 2.67382)  -0.126
F (-0.65421, 5.43459, 2.25454)  0.092
C (0.36552, 4.01875, 3.95826)  -0.114
F (0.40879, 5.04321, 4.83991)  0.098
C (0.83888, 2.74496, 4.32356)  -0.122
F (1.36468, 2.49209, 5.55338)  0.089